{"formula": "C33H74N9O3P2Re", "method": "ωB97M-V/def2-TZVPD", "spin_multiplicity": 4, "s_squared": 3.763, "charge": 1, "e_tot_ev": -75675.01941, "gap_ev": [5.21, 6.35], "elements": ["Re", "N", "C", "C", "C", "C", "N", "C", "N", "N", "C", "O", "O", "H", "H", "H", "H", "H", "H", "H", "H", "H", "H", "H", "H", "H", "H", "O", "H", "H", "C", "C", "C", "C", "P", "N", "C", "C", "C", "C", "C", "C", "C", "C", "H", "H", "H", "H", "H", "H", "H", "H", "H", "H", "H", "H", "H", "H", "H", "H", "H", "H", "H", "H", "H", "H", "H", "H", "H", "H", "H", "N", "P", "N", "C", "C", "C", "C", "C", "N", "C", "C", "C", "C", "C", "N", "C", "C", "C", "C", "C", "H", "H", "H", "H", "H", "H", "H", "H", "H", "H", "H", "H", "H", "H", "H", "H", "H", "H", "H", "H", "H", "H", "H", "H", "H", "H", "H", "H", "H", "H", "H"], "positions_angstrom": [[-0.3891, -0.3905, 0.0931], [-0.5676, -2.0222, 1.2697], [-1.8916, -2.6131, 1.0606], [-2.3585, -3.4366, 2.2763], [-2.3511, -2.7746, 3.6747], [-3.4839, -1.7860, 3.9523], [-3.4077, -0.5916, 3.1193], [-2.5003, 0.3827, 3.1532], [-2.3026, 1.1720, 2.1035], [-1.7576, 0.5912, 4.2500], [-2.8508, -1.4806, 0.5700], [-4.0689, -1.5832, 0.9085], [-2.2972, -0.4139, 0.1523], [0.2790, -2.7081, 1.0903], [-0.3665, -1.6531, 2.2361], [-1.8184, -3.2940, 0.2029], [-1.7008, -4.3151, 2.3413], [-3.3631, -3.8334, 2.0827], [-1.3836, -2.3074, 3.8802], [-2.4500, -3.5848, 4.4093], [-3.4994, -1.4826, 5.0041], [-4.4501, -2.2641, 3.7556], [-3.9854, -0.6431, 2.2596], [-2.5164, 0.7469, 1.1719], [-1.5919, 1.8786, 2.0576], [-1.9102, 0.0329, 5.0745], [-1.0647, 1.3226, 4.2652], [1.0028, -1.4969, -0.7187], [1.0265, -2.4842, -0.7921], [1.8425, -1.1959, -1.1487], [3.2330, -0.8942, 4.8607], [2.0226, -0.7887, 3.9183], [0.8201, -0.3377, 4.7753], [1.6471, -2.2271, 3.4752], [2.3152, 0.3369, 2.4737], [1.0958, 0.0089, 1.4003], [3.8896, -0.0373, 1.5677], [3.8723, 0.5018, 0.1132], [5.1386, 0.5333, 2.2595], [4.1192, -1.5547, 1.3990], [2.1317, 2.1320, 2.9018], [2.9396, 2.5460, 4.1428], [2.5731, 3.0555, 1.7460], [0.6528, 2.5277, 3.1524], [2.9906, -1.4763, 5.7578], [3.5769, 0.0874, 5.1910], [4.0780, -1.3929, 4.3829], [0.5615, -1.0848, 5.5357], [-0.0683, -0.1845, 4.1545], [1.0328, 0.5828, 5.3208], [1.3958, -2.8564, 4.3381], [2.4562, -2.7373, 2.9570], [0.7778, -2.2262, 2.8101], [3.8399, 1.5882, 0.0627], [3.0114, 0.1197, -0.4442], [4.7741, 0.1999, -0.4338], [5.1497, 1.6245, 2.2431], [6.0572, 0.2019, 1.7610], [5.2023, 0.2215, 3.3034], [3.2396, -2.0384, 0.9629], [4.3536, -2.0380, 2.3486], [4.9685, -1.7649, 0.7372], [3.9914, 2.2692, 4.0532], [2.5555, 2.0801, 5.0520], [2.8977, 3.6299, 4.3029], [3.6531, 3.0290, 1.5947], [2.3235, 4.1046, 1.9475], [2.0774, 2.7773, 0.8106], [0.2267, 2.0465, 4.0302], [0.0204, 2.2724, 2.2964], [0.5527, 3.6072, 3.3203], [-0.7632, 0.0480, -1.8407], [-0.9951, 0.5371, -3.3932], [-2.5718, 0.9180, -3.6315], [-3.6199, -0.0547, -3.2969], [-4.1968, 0.1458, -1.8948], [-4.6927, 1.5734, -1.6971], [-3.6210, 2.5757, -2.1122], [-3.1059, 2.2730, -3.5196], [-0.0045, 1.8059, -3.7356], [0.1708, 2.8897, -2.7534], [1.2886, 2.6417, -1.7354], [2.6058, 2.2852, -2.4111], [2.3966, 1.2013, -3.4611], [1.2777, 1.5967, -4.4223], [-0.6657, -0.6926, -4.4265], [-0.4362, -2.0523, -3.9447], [-0.2669, -3.0891, -5.0534], [-1.4691, -3.0969, -5.9914], [-1.9881, -1.6905, -6.2854], [-1.0114, -0.6040, -5.8445], [-3.2441, -1.0789, -3.3816], [-4.4267, 0.0225, -4.0370], [-3.4376, -0.0843, -1.1389], [-5.0237, -0.5553, -1.7334], [-4.9752, 1.7332, -0.6509], [-5.5941, 1.7325, -2.3016], [-2.7973, 2.5422, -1.3901], [-4.0348, 3.5899, -2.0799], [-2.3695, 3.0211, -3.8247], [-3.9302, 2.3903, -4.2357], [-0.7568, 3.0732, -2.2072], [0.3791, 3.8220, -3.2946], [1.0053, 1.8363, -1.0500], [1.4255, 3.5375, -1.1183], [3.3362, 1.9547, -1.6647], [3.0205, 3.1803, -2.8909], [2.1563, 0.2489, -2.9733], [3.3273, 1.0489, -4.0191], [1.1978, 0.8481, -5.2131], [1.5571, 2.5212, -4.9455], [-1.2748, -2.3619, -3.3101], [0.4630, -2.0633, -3.3184], [-0.1313, -4.0862, -4.6190], [0.6448, -2.8719, -5.6243], [-2.2803, -3.6893, -5.5501], [-1.1951, -3.6011, -6.9256], [-2.9507, -1.5477, -5.7804], [-2.1923, -1.5923, -7.3582], [-1.4368, 0.3777, -6.0815], [-0.0945, -0.6783, -6.4425], [-0.6681, 1.3018, 0.2735]], "atomic_forces_ev_per_a": [[2.5, 7.1, -2.4], [1.5, -2.9, 1.5], [-0.5, -0.5, -0.3], [-0.4, -0.1, 0.1], [-0.2, -0.3, -0.1], [0.3, 0.3, 0.1], [-0.5, 0.5, -0.4], [0.3, 0.6, 0.4], [-1.4, -0.4, -0.3], [-1.4, 0.0, 0.3], [-2.8, -1.5, 3.1], [2.2, -0.1, -2.2], [-3.4, -1.3, 0.3], [-2.3, 1.4, 0.6], [-0.9, -0.4, -1.4], [0.1, 0.0, 0.1], [0.0, 0.2, -0.1], [0.2, 0.2, -0.1], [0.0, 0.1, 0.1], [0.1, 0.1, -0.1], [0.1, -0.2, 0.0], [0.2, 0.2, 0.0], [0.4, 0.1, 0.6], [-0.1, 0.9, 1.0], [0.0, -0.1, 0.4], [0.0, 0.3, 0.0], [-0.5, -0.2, 0.0], [4.8, -4.0, -2.6], [-0.1, 1.0, -0.1], [-1.0, 0.0, 0.5], [0.4, 0.0, 0.0], [0.3, -0.9, 1.7], [0.2, 0.3, -0.5], [0.2, 0.0, -0.3], [-5.0, -1.2, -4.6], [2.3, 0.3, 2.4], [1.7, -0.2, -0.5], [-0.4, 0.2, 0.2], [0.1, 0.2, 0.2], [-0.3, -0.3, 0.4], [0.2, 1.6, 0.9], [0.1, -0.1, 0.3], [0.2, -0.4, -0.5], [-0.2, -0.3, -0.2], [-0.1, 0.1, -0.2], [0.0, 0.0, 0.0], [0.0, 0.0, 0.0], [0.3, -0.1, -0.2], [1.1, -0.4, 0.2], [0.0, 0.1, 0.0], [0.1, 0.3, 0.1], [0.0, 0.0, -0.1], [1.1, -0.1, 0.8], [-0.1, -0.2, 0.2], [0.1, 0.2, 0.2], [0.0, -0.1, 0.4], [0.0, 0.0, 0.0], [-0.2, 0.0, 0.0], [0.1, 0.0, 0.0], [0.0, 0.0, 0.1], [-0.1, 0.0, 0.0], [-0.1, 0.4, 0.1], [0.0, 0.1, 0.0], [0.0, 0.0, 0.0], [-0.1, -0.1, -0.2], [0.0, 0.0, 0.0], [-0.1, -0.3, 0.2], [0.1, 0.0, 0.2], [0.5, 0.2, 0.1], [0.6, 0.0, 0.0], [0.3, -0.2, 0.0], [0.0, 0.3, -2.2], [0.7, -1.9, 6.0], [-0.9, 0.9, -0.9], [0.0, -0.5, 0.2], [0.0, -0.1, 0.1], [0.0, -0.1, 0.0], [-0.1, 0.2, 0.1], [0.1, 0.5, 0.0], [0.6, 0.9, -0.8], [-0.4, 0.2, 0.5], [0.1, -0.2, 0.1], [0.1, 0.2, 0.0], [0.3, 0.2, 0.0], [0.1, -0.5, -0.5], [-0.1, -0.3, -1.0], [0.3, -0.5, 0.7], [0.1, 0.4, -0.3], [-0.1, -0.5, -0.2], [-0.4, 0.2, -0.1], [0.0, 0.2, -0.6], [0.2, 0.1, 0.0], [0.1, 0.2, -0.1], [-0.6, 0.4, -1.1], [0.1, 0.0, -0.1], [0.0, 0.0, -0.1], [0.0, 0.1, 0.0], [0.1, -0.1, -0.1], [0.1, 0.0, -0.1], [0.1, -0.3, 0.0], [0.0, -0.2, 0.0], [0.0, -0.2, -0.1], [0.0, -0.2, -0.2], [-0.1, 0.1, -0.2], [-0.1, 0.0, -0.2], [-0.2, 0.3, -0.4], [0.0, -0.1, -0.1], [-0.2, 0.0, -0.1], [-0.1, 0.0, 0.0], [-0.3, 0.0, 0.2], [-0.1, 0.1, 0.2], [0.0, 0.0, 0.1], [-0.2, 0.0, 0.0], [0.0, 0.2, 0.1], [-0.1, 0.0, 0.1], [0.2, 0.0, 0.0], [0.0, 0.0, 0.2], [0.2, 0.2, 0.0], [0.1, 0.1, 0.2], [0.1, -0.1, 0.3], [0.0, 0.0, 0.0], [-0.1, -0.2, -0.2]]}